(1)
Entry from OMol25: the molecule C4H3NO2 in a non-equilibrium geometry (ωB97M-V with the def2-TZVPD basis set).

Output
E_tot   -9778.3849 eV
HOMO   -8.83 eV
Energy above the lowest of the compared OMol25 structures with the same formula, charge and spin   76.1 kcal/mol
Multiplicity   1

Atoms and positions in Å:
O  -2.275  -1.020  -1.607
C  -1.606  -0.724  -0.703
C  -0.937  -0.553  0.462
N  -0.788  0.803  0.923
C  0.445  1.050  0.695
C  1.083  -0.112  -0.033
O  0.303  -1.193  0.449
H  0.883  2.030  0.859
H  0.736  0.019  -1.086
H  2.154  -0.299  0.042

Taken from the natural (NBO) analysis, the atomic charges in e are: number 1, O, carries -0.41; number 2, C, carries 0.67; number 3, C, carries 0.06; number 4, N, carries -0.38; number 5, C, carries 0.08; number 6, C, carries -0.15; number 7, O, carries -0.47; number 8, H, carries 0.20; number 9, H, carries 0.18; number 10, H, carries 0.22

(2)
Entry from OMol25: the molecule C4H3NO2 in a non-equilibrium geometry (ωB97M-V with the def2-TZVPD basis set).

Output
E_tot   -9780.0381 eV
HOMO   -10.90 eV
Energy above the lowest of the compared OMol25 structures with the same formula, charge and spin   38.0 kcal/mol
Multiplicity   1

Atoms and positions in Å:
N  -0.085  2.391  -1.079
C  -0.239  1.302  -0.726
C  -0.300  -0.088  -0.279
C  1.124  -0.661  -0.462
O  1.332  -1.675  -1.069
C  -0.807  -0.163  1.171
O  -0.825  0.784  1.909
H  -0.957  -0.693  -0.914
H  1.934  -0.039  -0.034
H  -1.176  -1.158  1.483

Taken from the natural (NBO) analysis, the atomic charges in e are: number 1, N, carries -0.27; number 2, C, carries 0.27; number 3, C, carries -0.54; number 4, C, carries 0.46; number 5, O, carries -0.47; number 6, C, carries 0.44; number 7, O, carries -0.46; number 8, H, carries 0.28; number 9, H, carries 0.14; number 10, H, carries 0.14

(3)
Entry from OMol25: a structure of composition C4H3NO2 in a non-equilibrium geometry (ωB97M-V with the def2-TZVPD basis set).

Output
E_tot   -9775.8183 eV
HOMO   -9.94 eV
Energy above the lowest of the compared OMol25 structures with the same formula, charge and spin   135.3 kcal/mol
Multiplicity   1

Atoms and positions in Å:
O  2.043  1.923  -0.386
C  1.031  1.752  0.252
C  0.132  0.581  0.038
N  -0.938  0.397  0.907
O  -1.497  -0.701  0.807
C  -0.471  -1.595  -0.520
C  0.369  -0.527  -0.752
H  0.716  2.406  1.100
H  -1.136  -1.677  -1.396
H  -0.284  -2.614  -0.062

Taken from the natural (NBO) analysis, the atomic charges in e are: number 1, O, carries -0.49; number 2, C, carries 0.41; number 3, C, carries -0.23; number 4, N, carries 0.16; number 5, O, carries -0.27; number 6, C, carries -0.33; number 7, C, carries 0.09; number 8, H, carries 0.13; number 9, H, carries 0.27; number 10, H, carries 0.28

(4)
Entry from OMol25: the molecule C4H3NO3 in a non-equilibrium geometry (ωB97M-V with the def2-TZVPD basis set).

Output
E_tot   -11825.5982 eV
HOMO   -9.54 eV
Energy above the lowest of the compared OMol25 structures with the same formula, charge and spin   90.7 kcal/mol
Multiplicity   1

Atoms and positions in Å:
O  -2.621  -1.413  0.007
C  -1.750  -0.538  -0.084
N  -1.817  0.884  0.249
C  -0.617  1.360  -0.002
C  0.271  0.245  -0.233
C  1.539  0.162  -0.121
O  2.009  -1.162  0.187
O  -0.432  -0.845  -0.374
H  -0.326  2.273  -0.113
H  2.589  0.857  -0.184
H  1.155  -1.824  0.668

Taken from the natural (NBO) analysis, the atomic charges in e are: number 1, O, carries -0.53; number 2, C, carries 0.83; number 3, N, carries -0.46; number 4, C, carries 0.14; number 5, C, carries 0.07; number 6, C, carries 0.17; number 7, O, carries -0.70; number 8, O, carries -0.46; number 9, H, carries 0.19; number 10, H, carries 0.25; number 11, H, carries 0.51

(5)
Entry from OMol25: the molecule C4H3NO3 in a non-equilibrium geometry (ωB97M-V with the def2-TZVPD basis set).

Output
E_tot   -11826.0070 eV
HOMO   -9.07 eV
Energy above the lowest of the compared OMol25 structures with the same formula, charge and spin   81.3 kcal/mol
Multiplicity   1

Atoms and positions in Å:
O  1.216  1.920  -0.012
C  1.011  0.710  -0.055
C  1.908  -0.482  -0.012
N  1.285  -1.599  -0.037
O  -0.043  -1.270  -0.007
C  -0.239  0.067  0.114
C  -1.540  0.609  0.010
O  -2.590  -0.169  -0.083
H  3.016  -0.412  -0.063
H  -1.616  1.668  -0.056
H  -2.408  -1.043  0.201

Taken from the natural (NBO) analysis, the atomic charges in e are: number 1, O, carries -0.54; number 2, C, carries 0.41; number 3, C, carries -0.10; number 4, N, carries -0.03; number 5, O, carries -0.35; number 6, C, carries 0.01; number 7, C, carries 0.26; number 8, O, carries -0.62; number 9, H, carries 0.23; number 10, H, carries 0.22; number 11, H, carries 0.50

(6)
Entry from OMol25: a cluster of 2 separate species, C4H3NO3 in total in a non-equilibrium geometry (ωB97M-V with the def2-TZVPD basis set).

Output
E_tot   -11826.0200 eV
HOMO   -9.65 eV
Energy above the lowest of the compared OMol25 structures with the same formula, charge and spin   81.0 kcal/mol
Multiplicity   1

Atoms and positions in Å:
O  2.006  1.749  1.062
C  2.537  0.768  0.644
N  3.022  -0.430  1.004
C  3.168  -0.056  -0.376
O  3.549  -0.479  -1.387
H  2.986  -0.987  1.827
C  0.038  -0.416  -1.520
C  -0.043  -0.834  -0.281
O  -0.078  -1.152  0.839
H  -0.111  0.587  -1.732
H  0.342  -1.026  -2.271

Taken from the natural (NBO) analysis, the atomic charges in e are: number 1, O, carries -0.54; number 2, C, carries 0.60; number 3, N, carries -0.62; number 4, C, carries 0.63; number 5, O, carries -0.49; number 6, H, carries 0.42; number 7, C, carries -0.77; number 8, C, carries 0.72; number 9, O, carries -0.47; number 10, H, carries 0.26; number 11, H, carries 0.26

(7)
Entry from OMol25: the molecule C4H3NO3 in a non-equilibrium geometry (ωB97M-V with the def2-TZVPD basis set).

Output
E_tot   -11827.5283 eV
HOMO   -9.18 eV
Energy above the lowest of the compared OMol25 structures with the same formula, charge and spin   46.2 kcal/mol
Multiplicity   1

Atoms and positions in Å:
O  0.270  -2.477  -0.995
C  0.084  -1.392  -0.538
C  1.085  -0.307  -0.750
N  1.015  0.801  -0.138
C  -0.065  1.201  0.543
O  -0.030  2.502  0.910
C  -1.109  0.319  0.699
O  -1.022  -0.927  0.074
H  1.973  -0.402  -1.320
H  -0.701  2.557  1.611
H  -2.094  0.537  1.040

Taken from the natural (NBO) analysis, the atomic charges in e are: number 1, O, carries -0.54; number 2, C, carries 0.70; number 3, C, carries 0.02; number 4, N, carries -0.39; number 5, C, carries 0.37; number 6, O, carries -0.63; number 7, C, carries 0.02; number 8, O, carries -0.45; number 9, H, carries 0.21; number 10, H, carries 0.48; number 11, H, carries 0.20

(8)
Entry from OMol25: a structure of composition C4H3NO3 in a non-equilibrium geometry (ωB97M-V with the def2-TZVPD basis set).

Output
E_tot   -11823.5202 eV
HOMO   -11.27 eV
Energy above the lowest of the compared OMol25 structures with the same formula, charge and spin   138.7 kcal/mol
Multiplicity   1

Atoms and positions in Å:
C  -1.938  -0.718  -0.040
C  -0.480  -0.547  0.225
C  0.433  0.655  0.069
C  1.853  0.053  -0.212
H  -1.596  1.236  -0.572
H  -2.586  -1.035  1.190
H  -2.294  -1.670  -1.054
N  2.880  -0.420  -0.580
O  -2.250  0.544  -0.606
O  0.303  -1.414  0.586
O  0.336  1.839  0.551

Taken from the natural (NBO) analysis, the atomic charges in e are: number 1, C, carries -0.13; number 2, C, carries 0.42; number 3, C, carries 0.39; number 4, C, carries 0.18; number 5, H, carries 0.49; number 6, H, carries 0.23; number 7, H, carries 0.26; number 8, N, carries -0.26; number 9, O, carries -0.73; number 10, O, carries -0.42; number 11, O, carries -0.44